Record 1
{"formula": "C29H39N3NbO2RbSi", "method": "wB97M-V/def2-TZVPD", "orbital_gap_ev": 6.075, "charge": 2, "homo_energy_ev": -13.498, "e_tot_ha": -1813.35612, "elements": ["N", "C", "O", "Rb", "Nb", "N", "N", "C", "C", "C", "C", "C", "C", "C", "C", "H", "H", "H", "H", "H", "H", "H", "H", "H", "H", "H", "H", "H", "H", "H", "H", "H", "H", "C", "H", "H", "H", "C", "H", "H", "H", "O", "Si", "C", "C", "C", "C", "C", "C", "C", "C", "C", "C", "C", "C", "C", "C", "C", "C", "C", "C", "H", "H", "H", "H", "H", "H", "H", "H", "H", "H", "H", "H", "H", "H", "H"], "coordinates": [[2.13, -0.30, -1.70], [3.24, -0.78, -1.33], [4.30, -1.24, -1.13], [0.27, 1.24, -4.81], [0.13, -0.12, -1.51], [-0.58, -1.62, -2.62], [-0.07, 1.57, -2.58], [-0.09, -2.94, -2.10], [0.60, 2.92, -2.33], [1.11, -3.35, -2.94], [-1.19, -4.00, -2.24], [0.30, -2.79, -0.64], [-0.07, 3.99, -3.22], [0.43, 3.31, -0.86], [2.09, 2.79, -2.69], [0.84, -3.43, -4.00], [1.47, -4.33, -2.60], [1.93, -2.63, -2.85], [-2.13, -3.65, -1.79], [-0.87, -4.91, -1.71], [-1.37, -4.27, -3.28], [0.84, -1.81, -0.42], [1.02, -3.57, -0.36], [-0.57, -2.87, 0.02], [0.23, 3.93, -4.28], [0.25, 4.97, -2.86], [-1.17, 3.96, -3.14], [-0.62, 3.26, -0.56], [0.78, 4.34, -0.71], [1.02, 2.66, -0.20], [2.52, 1.85, -2.32], [2.63, 3.62, -2.22], [2.27, 2.87, -3.78], [-1.56, 1.53, -2.43], [-1.87, 0.60, -1.88], [-1.91, 2.40, -1.85], [-2.06, 1.53, -3.42], [-1.24, -1.63, -3.95], [-1.88, -2.51, -4.04], [-1.90, -0.76, -4.07], [-0.51, -1.67, -4.78], [-0.46, 0.15, 0.30], [-0.33, 0.09, 1.96], [-0.38, 1.86, 2.48], [-1.53, 2.61, 2.17], [-1.55, 3.98, 2.42], [-0.45, 4.62, 2.99], [0.68, 3.86, 3.34], [0.70, 2.48, 3.11], [-1.75, -0.86, 2.65], [-2.65, -1.56, 1.83], [-3.69, -2.31, 2.40], [-3.84, -2.35, 3.79], [-2.96, -1.64, 4.62], [-1.93, -0.89, 4.04], [1.28, -0.77, 2.27], [1.30, -2.02, 2.90], [2.50, -2.73, 3.04], [3.69, -2.18, 2.55], [3.67, -0.95, 1.89], [2.47, -0.24, 1.76], [-2.40, 2.11, 1.74], [-2.44, 4.56, 2.16], [-0.46, 5.69, 3.17], [1.54, 4.35, 3.81], [1.57, 1.89, 3.41], [-2.55, -1.51, 0.74], [-4.37, -2.85, 1.76], [-4.65, -2.94, 4.24], [-3.08, -1.66, 5.70], [-1.25, -0.32, 4.69], [0.37, -2.44, 3.29], [2.50, -3.70, 3.53], [4.64, -2.72, 2.66], [4.59, -0.52, 1.50], [2.48, 0.74, 1.28]]}



Record 2
{"formula": "C3H13N2O", "method": "wB97M-V/def2-TZVPD", "orbital_gap_ev": 10.159, "charge": 1, "homo_energy_ev": -13.242, "e_tot_ha": -306.57983, "elements": ["C", "N", "C", "N", "C", "H", "H", "H", "H", "H", "H", "H", "H", "H", "H", "H", "H", "H", "O"], "coordinates": [[-0.54, -1.59, -0.66], [-0.64, -1.92, -2.06], [-0.98, -0.14, -0.44], [0.04, 0.70, 0.42], [0.14, 2.10, -0.08], [-1.18, -2.18, 0.04], [0.44, -1.89, -0.29], [-1.37, -2.53, -2.35], [0.19, -2.36, -2.44], [-1.07, 0.34, -1.44], [-1.94, 0.13, 0.05], [0.97, 0.31, 0.56], [-0.34, 0.65, 1.36], [1.07, 2.56, 0.26], [0.13, 1.93, -1.18], [-0.70, 2.73, 0.41], [2.30, 1.07, 2.38], [1.84, -0.29, 3.05], [1.62, 0.39, 2.42]]}



Record 3
{"formula": "C28H25F3N4O2", "method": "wB97M-V/def2-TZVPD", "orbital_gap_ev": 9.129, "smiles": "O=C(NCc1ccc(OC(F)(F)F)cc1)[C@@H]1C[C@@H]2Cn3c(nc4ccccc43)[C@@H]2N1Cc1ccccc1", "homo_energy_ev": -8.581, "e_tot_ha": -1751.17810, "elements": ["O", "C", "N", "H", "C", "C", "C", "C", "C", "C", "C", "H", "H", "O", "C", "F", "F", "F", "H", "H", "H", "H", "C", "N", "C", "C", "C", "C", "C", "C", "C", "H", "H", "H", "H", "H", "H", "H", "C", "C", "N", "C", "C", "C", "C", "C", "C", "N", "C", "H", "H", "C", "H", "C", "H", "H", "H", "H", "H", "H", "H", "H"], "coordinates": [[-2.65, -2.39, -1.91], [-2.08, -1.34, -1.68], [-2.22, -0.64, -0.55], [-1.65, 0.19, -0.43], [-2.88, -1.18, 0.62], [-1.86, -1.70, 1.60], [-0.98, -2.70, 1.19], [0.01, -3.17, 2.03], [0.11, -2.65, 3.31], [-0.77, -1.67, 3.75], [-1.74, -1.19, 2.89], [-2.42, -0.42, 3.22], [-0.67, -1.29, 4.75], [1.08, -3.04, 4.26], [1.93, -3.99, 3.98], [2.73, -4.17, 5.03], [2.74, -3.75, 2.93], [1.37, -5.19, 3.72], [0.68, -3.94, 1.68], [-1.08, -3.12, 0.20], [-3.49, -0.40, 1.09], [-3.52, -1.99, 0.27], [-1.09, -0.73, -2.67], [-0.83, 0.67, -2.39], [-1.30, 1.60, -3.40], [-1.18, 3.04, -2.96], [-0.99, 4.03, -3.91], [-0.90, 5.36, -3.54], [-0.99, 5.71, -2.20], [-1.17, 4.72, -1.25], [-1.27, 3.39, -1.62], [-1.40, 2.63, -0.87], [-1.23, 4.98, -0.20], [-0.91, 6.74, -1.90], [-0.76, 6.12, -4.29], [-0.92, 3.76, -4.96], [-0.78, 1.46, -4.36], [-2.36, 1.37, -3.56], [0.56, 0.82, -2.00], [0.78, 0.72, -0.53], [0.22, 1.22, 0.54], [0.96, 0.71, 1.59], [0.85, 0.95, 2.95], [1.77, 0.34, 3.78], [2.76, -0.50, 3.29], [2.89, -0.76, 1.94], [1.99, -0.14, 1.09], [1.83, -0.11, -0.27], [2.42, -0.69, -1.44], [2.62, -1.75, -1.31], [3.36, -0.18, -1.68], [1.35, -0.41, -2.51], [1.78, -0.26, -3.49], [0.26, -1.49, -2.54], [0.26, -2.04, -1.60], [0.39, -2.20, -3.35], [3.67, -1.41, 1.56], [3.46, -0.96, 3.98], [1.71, 0.51, 4.85], [0.08, 1.60, 3.33], [0.96, 1.78, -2.37], [-1.50, -0.86, -3.68]]}



Record 4
{"formula": "H12MnO6", "method": "wB97M-V/def2-TZVPD", "s_squared": 8.752, "orbital_gap_ev": [11.520, 13.065], "spin_multiplicity": 6, "charge": 2, "homo_energy_ev": [-18.536, -20.052], "e_tot_ha": -1609.14631, "elements": ["Mn", "O", "H", "H", "O", "H", "H", "O", "H", "H", "O", "H", "H", "O", "H", "H", "O", "H", "H"], "coordinates": [[-0.04, 0.02, -0.02], [-0.63, -2.09, -0.22], [-1.47, -2.56, -0.28], [0.03, -2.79, -0.26], [-2.12, 0.58, -0.29], [-2.74, 1.26, 0.01], [-2.66, -0.22, -0.33], [0.37, 0.28, -2.21], [0.80, -0.42, -2.73], [0.25, 1.01, -2.83], [-0.31, -0.06, 2.13], [-0.15, 0.64, 2.78], [-0.32, -0.88, 2.64], [0.60, 2.11, 0.17], [1.37, 2.60, 0.49], [-0.09, 2.77, 0.05], [2.02, -0.65, 0.17], [2.44, -0.42, 1.01], [2.68, -1.19, -0.29]]}



Record 5
{"formula": "C3H6N4O2", "method": "wB97M-V/def2-TZVPD", "orbital_gap_ev": 8.669, "smiles": "[H]/N=N/C(=C\\NO)C(N)=O", "homo_energy_ev": -8.574, "e_tot_ha": -487.31041, "elements": ["C", "C", "C", "H", "H", "H", "H", "H", "H", "N", "N", "N", "N", "O", "O"], "coordinates": [[0.42, -1.49, 0.55], [-0.19, -0.15, 0.16], [0.44, 0.49, -0.86], [2.30, -0.83, 0.78], [2.21, -2.53, 0.71], [1.38, 0.12, -1.27], [0.45, 1.82, -2.43], [-1.49, 1.81, -0.46], [-2.74, 0.46, 1.86], [1.79, -1.63, 0.37], [0.13, 1.70, -1.44], [-1.41, 0.37, 0.62], [-1.82, -0.05, 1.74], [-0.32, -2.40, 0.89], [-1.14, 2.32, -1.24]]}



Record 6
{"formula": "C57H65BrF7N3O3P", "method": "wB97M-V/def2-TZVPD", "orbital_gap_ev": 7.293, "charge": 1, "homo_energy_ev": -10.265, "e_tot_ha": -6215.18517, "elements": ["C", "P", "C", "N", "C", "N", "C", "C", "O", "N", "C", "C", "C", "C", "C", "C", "O", "O", "C", "C", "C", "C", "Br", "H", "H", "H", "H", "H", "H", "H", "H", "H", "H", "H", "H", "H", "H", "H", "H", "H", "H", "H", "H", "H", "H", "H", "H", "H", "H", "H", "H", "H", "H", "F", "C", "C", "C", "C", "C", "C", "H", "H", "H", "H", "H", "F", "C", "C", "C", "C", "C", "C", "H", "H", "H", "H", "H", "F", "C", "C", "C", "C", "C", "C", "H", "H", "H", "H", "H", "F", "C", "C", "C", "C", "C", "C", "H", "H", "H", "H", "H", "F", "C", "C", "C", "C", "C", "C", "H", "H", "H", "H", "H", "F", "C", "C", "C", "C", "C", "C", "H", "H", "H", "H", "H", "F", "C", "C", "C", "C", "C", "C", "H", "H", "H", "H", "H"], "coordinates": [[3.31, -7.33, 1.64], [4.71, -6.41, 0.90], [5.68, -7.75, 0.10], [4.06, -5.34, -0.42], [4.63, -5.48, -1.64], [5.93, -5.30, -1.76], [6.68, -5.47, -3.01], [6.72, -4.23, -3.90], [6.83, -3.01, -3.20], [3.90, -5.77, -2.77], [2.76, -6.66, -2.51], [1.93, -6.33, -1.27], [0.42, -6.13, -1.51], [0.00, -5.32, -2.76], [-0.83, -4.06, -2.48], [-1.90, -4.26, -1.44], [-1.93, -3.60, -0.40], [-2.86, -5.21, -1.70], [2.57, -5.19, -0.47], [2.22, -3.81, -1.05], [3.04, -2.64, -0.51], [3.97, -2.02, -1.55], [3.03, -1.45, -3.14], [2.99, -8.16, 1.01], [2.49, -6.71, 1.95], [3.75, -7.77, 2.53], [5.23, -8.24, -0.76], [6.65, -7.35, -0.17], [5.86, -8.47, 0.90], [6.41, -5.05, -0.92], [7.70, -5.72, -2.72], [6.30, -6.34, -3.53], [5.86, -4.23, -4.57], [7.60, -4.34, -4.53], [7.07, -3.15, -2.29], [3.67, -4.93, -3.29], [3.19, -7.65, -2.38], [2.18, -6.72, -3.42], [2.00, -7.20, -0.62], [-0.01, -5.73, -0.59], [0.01, -7.13, -1.64], [0.84, -5.01, -3.38], [-0.62, -5.96, -3.38], [-0.24, -3.19, -2.22], [-1.33, -3.81, -3.41], [-2.45, -6.08, -1.68], [2.16, -5.17, 0.53], [1.19, -3.64, -0.77], [2.23, -3.84, -2.14], [3.66, -2.91, 0.35], [2.36, -1.86, -0.19], [4.75, -2.73, -1.81], [4.45, -1.14, -1.15], [3.67, -1.32, 2.11], [2.95, -0.25, 2.51], [3.59, 0.96, 2.69], [2.85, 2.06, 3.10], [1.49, 1.93, 3.33], [0.86, 0.71, 3.15], [1.59, -0.40, 2.73], [4.66, 1.03, 2.51], [3.34, 3.01, 3.24], [0.91, 2.79, 3.66], [-0.20, 0.61, 3.34], [1.12, -1.36, 2.58], [-1.35, 3.03, 3.74], [-1.88, 3.86, 2.80], [-2.05, 3.39, 1.52], [-2.57, 4.25, 0.56], [-2.90, 5.56, 0.90], [-2.71, 6.00, 2.20], [-2.20, 5.15, 3.17], [-1.77, 2.37, 1.27], [-2.72, 3.90, -0.45], [-3.29, 6.23, 0.15], [-2.96, 7.02, 2.46], [-2.05, 5.48, 4.19], [4.09, 3.26, 9.96], [4.43, 2.63, 8.83], [5.72, 2.15, 8.69], [6.07, 1.50, 7.51], [5.14, 1.35, 6.50], [3.85, 1.84, 6.66], [3.49, 2.48, 7.83], [6.43, 2.29, 9.49], [7.07, 1.12, 7.39], [5.41, 0.84, 5.58], [3.12, 1.72, 5.86], [2.49, 2.87, 7.98], [-4.65, 7.36, -1.34], [-5.19, 6.32, -2.01], [-4.54, 5.84, -3.13], [-5.11, 4.77, -3.82], [-6.30, 4.22, -3.39], [-6.94, 4.72, -2.26], [-6.38, 5.78, -1.57], [-3.62, 6.29, -3.45], [-4.61, 4.38, -4.69], [-6.74, 3.39, -3.93], [-7.87, 4.29, -1.93], [-6.86, 6.19, -0.68], [-1.95, -4.99, -5.39], [-3.27, -4.86, -5.72], [-3.67, -5.20, -7.00], [-5.01, -5.07, -7.33], [-5.92, -4.59, -6.39], [-5.49, -4.25, -5.12], [-4.15, -4.39, -4.77], [-2.94, -5.57, -7.71], [-5.34, -5.34, -8.32], [-6.96, -4.48, -6.66], [-6.19, -3.88, -4.39], [-3.79, -4.14, -3.78], [2.97, 6.19, 3.08], [2.44, 6.61, 1.91], [3.18, 7.47, 1.12], [2.64, 7.90, -0.08], [1.38, 7.46, -0.47], [0.66, 6.60, 0.34], [1.19, 6.17, 1.54], [4.16, 7.80, 1.45], [3.20, 8.57, -0.71], [0.96, 7.80, -1.41], [-0.32, 6.26, 0.04], [0.65, 5.49, 2.19], [-8.35, 5.42, 1.38], [-9.02, 6.54, 1.74], [-8.31, 7.71, 1.90], [-9.00, 8.86, 2.26], [-10.37, 8.82, 2.47], [-11.06, 7.62, 2.31], [-10.38, 6.47, 1.94], [-7.24, 7.72, 1.74], [-8.47, 9.79, 2.38], [-10.91, 9.71, 2.76], [-12.13, 7.58, 2.48], [-10.90, 5.53, 1.80]]}